Entry 1:
{"formula": "C23H21N3O4S", "method": "wB97M-V/def2-TZVPD", "symbols": ["C", "H", "O", "C", "C", "C", "C", "C", "C", "H", "H", "S", "O", "O", "N", "C", "C", "N", "C", "C", "C", "C", "C", "C", "C", "O", "N", "H", "H", "H", "H", "H", "H", "H", "C", "C", "C", "C", "C", "C", "C", "H", "H", "H", "H", "H", "H", "H", "H", "H", "H", "H"], "positions_angstrom": [[5.77, 3.95, -1.52], [6.84, 4.16, -1.44], [5.47, 3.11, -0.43], [4.20, 2.67, -0.26], [3.14, 3.00, -1.10], [1.88, 2.48, -0.85], [1.68, 1.65, 0.23], [2.73, 1.33, 1.09], [3.98, 1.84, 0.84], [4.82, 1.62, 1.48], [2.53, 0.69, 1.93], [0.05, 0.99, 0.52], [0.09, 0.05, 1.60], [-0.86, 2.10, 0.63], [-0.30, 0.23, -0.94], [-1.67, 0.41, -1.40], [-2.65, -0.35, -0.55], [-3.08, -1.49, -0.97], [-3.95, -2.19, -0.16], [-4.42, -3.43, -0.59], [-5.28, -4.15, 0.20], [-5.69, -3.66, 1.44], [-5.23, -2.44, 1.88], [-4.36, -1.69, 1.09], [-3.86, -0.39, 1.55], [-4.14, 0.15, 2.59], [-3.00, 0.21, 0.63], [-2.56, 1.09, 0.91], [-5.53, -2.03, 2.84], [-6.37, -4.23, 2.05], [-5.65, -5.11, -0.14], [-4.10, -3.80, -1.55], [-1.87, 1.48, -1.36], [-1.73, 0.05, -2.43], [0.19, -1.14, -0.97], [1.69, -1.13, -0.96], [2.40, -1.73, 0.07], [3.79, -1.68, 0.09], [4.47, -1.04, -0.93], [3.77, -0.45, -1.96], [2.39, -0.50, -1.98], [1.84, -0.03, -2.78], [4.30, 0.05, -2.76], [5.55, -1.01, -0.92], [4.33, -2.15, 0.89], [1.87, -2.21, 0.87], [-0.18, -1.61, -1.89], [-0.19, -1.71, -0.11], [1.04, 2.72, -1.48], [3.27, 3.64, -1.96], [5.21, 4.89, -1.47], [5.57, 3.46, -2.47]], "mulliken_charge": [-0.866, 0.246, -0.452, 0.891, -0.295, -1.113, -0.409, -0.040, -0.854, 0.436, 0.588, 1.574, -0.710, -0.832, 0.305, -1.512, 0.695, -0.614, 0.192, -0.277, -0.356, -0.570, -0.670, 0.213, 0.431, -0.695, 0.078, 0.286, 0.465, 0.401, 0.384, 0.465, 0.541, 0.537, -1.282, 0.424, -0.058, -0.869, -0.357, -0.756, -0.147, 0.399, 0.435, 0.417, 0.412, 0.393, 0.597, 0.379, 0.429, 0.441, 0.351, 0.330], "lumo_energy_ev": 0.50, "gap_ev": 9.076, "e_above_lowest_ev": 0.5648, "e_tot_ev": -47687.9397, "smiles": "COc1ccc(S(=O)(=O)N(Cc2ccccc2)Cc2nc3ccccc3c(=O)[nH]2)cc1"}

---

Entry 2:
{"formula": "C23H21N3O7", "method": "wB97M-V/def2-TZVPD", "symbols": ["C", "C", "C", "C", "C", "N", "C", "C", "C", "C", "C", "C", "C", "H", "O", "C", "O", "H", "H", "H", "H", "H", "H", "C", "H", "H", "H", "C", "O", "C", "H", "H", "O", "C", "O", "C", "C", "C", "C", "N", "H", "H", "C", "C", "H", "H", "N", "O", "O", "H", "H", "H", "H", "H"], "positions_angstrom": [[0.00, 3.14, 3.05], [-0.32, 3.09, 1.60], [0.13, 3.87, 0.57], [-0.47, 3.39, -0.63], [-1.29, 2.33, -0.28], [-1.21, 2.18, 1.07], [-1.86, 1.14, 1.82], [-1.11, -0.17, 1.81], [0.24, -0.22, 1.51], [0.96, -1.42, 1.53], [0.26, -2.56, 1.84], [-1.10, -2.52, 2.15], [-1.80, -1.34, 2.14], [-2.86, -1.32, 2.37], [-1.54, -3.78, 2.43], [-0.44, -4.63, 2.21], [0.70, -3.86, 1.90], [-0.25, -5.23, 3.11], [-0.67, -5.30, 1.36], [2.01, -1.45, 1.30], [0.77, 0.68, 1.24], [-2.87, 0.98, 1.42], [-1.97, 1.48, 2.85], [-2.29, 1.56, -1.07], [-3.30, 1.89, -0.81], [-2.14, 1.71, -2.13], [-2.22, 0.49, -0.85], [-0.17, 4.01, -1.91], [0.06, 5.19, -2.04], [-0.09, 3.11, -3.15], [-1.04, 3.14, -3.70], [0.70, 3.50, -3.79], [0.15, 1.74, -2.85], [1.41, 1.41, -2.54], [2.35, 2.17, -2.58], [1.53, -0.02, -2.15], [0.42, -0.79, -1.91], [0.54, -2.12, -1.49], [1.82, -2.71, -1.35], [1.99, -3.99, -0.99], [2.91, -4.33, -0.78], [1.18, -4.54, -0.74], [2.94, -1.89, -1.60], [2.80, -0.58, -1.97], [3.66, 0.04, -2.15], [3.92, -2.32, -1.48], [-0.66, -2.80, -1.16], [-1.69, -2.16, -1.13], [-0.61, -4.00, -0.90], [-0.57, -0.38, -2.03], [0.83, 4.68, 0.63], [0.78, 3.89, 3.21], [0.37, 2.18, 3.41], [-0.87, 3.43, 3.64]], "mulliken_charge": [-1.615, 1.040, -1.530, 1.290, 0.818, 0.494, -2.366, 1.284, -0.207, -1.122, 0.927, 0.792, -1.245, 0.486, -0.521, -0.320, -0.529, 0.285, 0.263, 0.550, 0.476, 0.334, 0.472, -1.694, 0.391, 0.262, 0.289, 0.277, -0.623, -0.988, 0.454, 0.408, -0.297, 0.479, -0.669, -0.015, 0.147, -0.625, 0.968, -0.396, 0.192, 0.203, -0.671, -0.943, 0.517, 0.320, 1.255, -0.627, -0.794, 0.627, 0.509, 0.407, 0.269, 0.315], "lumo_energy_ev": -0.64, "gap_ev": 7.449, "e_above_lowest_ev": 0.6581, "e_tot_ev": -42992.5714, "smiles": "Cc1cc(C(=O)COC(=O)c2ccc(N)c([N+](=O)[O-])c2)c(C)n1Cc1ccc2c(c1)OCO2"}

---

Entry 3:
{"formula": "C23H21N5O2S", "method": "wB97M-V/def2-TZVPD", "symbols": ["C", "H", "O", "C", "C", "C", "C", "C", "C", "H", "H", "C", "N", "C", "N", "C", "N", "N", "C", "O", "C", "C", "C", "C", "S", "H", "H", "H", "H", "N", "H", "C", "C", "C", "C", "C", "C", "C", "H", "H", "H", "H", "H", "C", "H", "H", "H", "H", "H", "H", "H", "H"], "positions_angstrom": [[1.10, 4.28, 4.06], [2.13, 4.26, 3.70], [0.22, 3.69, 3.13], [0.41, 2.38, 2.80], [-0.48, 1.85, 1.87], [-0.36, 0.54, 1.45], [0.65, -0.27, 1.94], [1.51, 0.25, 2.90], [1.40, 1.56, 3.32], [2.10, 1.93, 4.06], [2.28, -0.37, 3.32], [0.85, -1.70, 1.47], [-0.15, -2.12, 0.53], [0.01, -2.22, -0.80], [-1.13, -2.54, -1.38], [-1.99, -2.61, -0.34], [-1.44, -2.37, 0.84], [-3.32, -2.92, -0.47], [-4.10, -2.85, -1.59], [-5.16, -3.43, -1.65], [-3.62, -2.00, -2.70], [-3.87, -2.22, -4.03], [-3.39, -1.19, -4.86], [-2.82, -0.18, -4.15], [-2.82, -0.49, -2.46], [-2.39, 0.73, -4.52], [-3.48, -1.19, -5.93], [-4.37, -3.11, -4.38], [-3.75, -3.36, 0.34], [1.23, -2.09, -1.39], [1.20, -1.96, -2.39], [2.22, -1.34, -0.65], [2.02, 0.16, -0.68], [0.93, 0.75, -1.31], [0.78, 2.12, -1.31], [1.71, 2.93, -0.68], [2.80, 2.36, -0.07], [2.97, 0.99, -0.08], [3.83, 0.55, 0.40], [3.54, 2.98, 0.42], [1.58, 4.00, -0.67], [-0.08, 2.56, -1.80], [0.19, 0.14, -1.80], [2.21, -1.90, 0.79], [2.43, -2.97, 0.73], [2.99, -1.42, 1.38], [3.20, -1.57, -1.10], [0.78, -2.36, 2.35], [-1.08, 0.16, 0.74], [-1.27, 2.48, 1.49], [0.77, 5.32, 4.15], [1.04, 3.79, 5.04]], "mulliken_charge": [-0.879, 0.327, -0.461, 0.931, -0.944, 0.173, -0.038, -1.023, -0.502, 0.450, 0.395, -0.296, 0.984, 0.217, -0.689, 0.310, -1.534, -0.019, 0.266, -0.632, 0.411, -0.565, -0.441, -0.487, 0.043, 0.443, 0.430, 0.467, 0.280, -0.190, 0.392, -0.371, 0.421, -0.214, -0.809, -0.491, -0.794, -0.151, 0.398, 0.415, 0.425, 0.430, 0.462, -1.218, 0.471, 0.745, 0.344, 0.598, 0.477, 0.443, 0.253, 0.347], "lumo_energy_ev": 0.52, "gap_ev": 8.801, "e_above_lowest_ev": 1.0157, "e_tot_ev": -46573.1386, "smiles": "COc1ccc([C@@H]2C[C@H](c3ccccc3)Nc3nc(NC(=O)c4cccs4)nn32)cc1"}

---

Entry 4:
{"formula": "C23H21N6OReS", "method": "wB97M-V/def2-TZVPD", "symbols": ["Re", "C", "C", "N", "N", "C", "O", "C", "C", "C", "C", "C", "C", "C", "C", "C", "C", "C", "N", "H", "H", "H", "H", "H", "H", "H", "H", "H", "H", "H", "H", "C", "N", "C", "C", "N", "C", "S", "C", "C", "C", "C", "C", "N", "H", "H", "H", "H", "H", "H", "H", "H", "H"], "positions_angstrom": [[-0.53, 0.04, -0.53], [-1.45, 4.30, -0.35], [-1.45, 2.81, -0.41], [-0.38, 2.08, -0.48], [0.84, 2.66, -0.57], [1.74, 1.72, -0.73], [1.34, 0.42, -0.77], [3.14, 2.03, -0.84], [4.08, 0.98, -0.82], [5.43, 1.28, -0.80], [5.84, 2.60, -0.84], [4.92, 3.64, -0.87], [3.57, 3.36, -0.89], [-2.67, 2.01, -0.45], [-3.94, 2.55, -0.40], [-5.04, 1.72, -0.54], [-4.85, 0.35, -0.75], [-3.57, -0.15, -0.76], [-2.49, 0.65, -0.59], [-0.44, 4.68, -0.40], [-1.92, 4.64, 0.57], [-2.03, 4.71, -1.18], [3.74, -0.05, -0.82], [6.16, 0.48, -0.73], [6.90, 2.83, -0.85], [5.25, 4.67, -0.89], [2.84, 4.15, -0.96], [-4.06, 3.61, -0.26], [-6.04, 2.13, -0.49], [-5.68, -0.32, -0.90], [-3.39, -1.20, -0.90], [-0.38, -1.47, 4.50], [-0.38, -2.36, 3.32], [-0.40, -3.74, 3.36], [-0.39, -4.18, 2.10], [-0.36, -3.06, 1.26], [-0.37, -1.95, 2.05], [-0.40, -0.24, 1.72], [-0.26, -3.16, -0.16], [-0.05, -4.40, -0.74], [0.02, -4.51, -2.11], [-0.10, -3.38, -2.90], [-0.29, -2.18, -2.26], [-0.38, -2.05, -0.91], [-0.43, -2.09, 5.39], [-1.24, -0.81, 4.48], [0.54, -0.88, 4.53], [-0.43, -4.29, 4.29], [-0.43, -5.19, 1.75], [0.08, -5.28, -0.13], [0.19, -5.48, -2.56], [-0.04, -3.42, -3.98], [-0.37, -1.27, -2.84]], "mulliken_spin": [0.902, -0.001, -0.021, -0.016, 0.008, 0.017, 0.061, -0.008, 0.005, -0.001, 0.001, 0.000, -0.001, 0.031, -0.008, 0.006, -0.001, -0.032, 0.017, 0.000, 0.000, 0.000, -0.002, 0.000, 0.000, 0.000, 0.000, -0.001, 0.000, 0.002, 0.000, 0.000, 0.007, -0.005, 0.005, -0.003, 0.006, -0.022, 0.013, 0.006, 0.019, -0.011, 0.024, -0.008, 0.000, 0.001, 0.001, 0.000, 0.000, 0.002, -0.001, 0.000, 0.008], "lumo_energy_ev": [-11.41, -11.15], "gap_ev": [4.899, 5.147], "multiplicity": 2, "e_above_lowest_ev": 0.4254, "charge": 3, "s_squared": 0.759, "e_tot_ev": -48119.5001}

---

Entry 5:
{"formula": "C23H21N7O4PtS2", "method": "wB97M-V/def2-TZVPD", "symbols": ["Pt", "C", "N", "C", "C", "N", "C", "C", "C", "C", "C", "C", "N", "C", "N", "C", "C", "C", "C", "C", "C", "N", "H", "H", "H", "H", "H", "H", "H", "H", "H", "H", "H", "H", "H", "H", "H", "O", "S", "O", "O", "O", "N", "C", "N", "C", "C", "C", "C", "C", "C", "S", "H", "H", "H", "H", "H", "H"], "positions_angstrom": [[-0.01, 0.03, -0.26], [1.21, -1.86, 1.76], [1.05, -1.83, 0.29], [0.42, -3.02, -0.33], [-0.98, -2.67, -0.69], [-1.38, -1.41, -0.61], [-2.75, -1.37, -0.89], [-3.69, -0.34, -0.85], [-4.99, -0.68, -1.16], [-5.36, -1.99, -1.49], [-4.44, -3.02, -1.50], [-3.13, -2.68, -1.19], [-1.99, -3.46, -1.05], [0.21, -0.97, 2.40], [-0.64, -0.20, 1.73], [-1.34, 0.55, 2.69], [-2.41, 1.43, 2.57], [-2.93, 1.96, 3.73], [-2.43, 1.60, 4.99], [-1.41, 0.69, 5.13], [-0.88, 0.17, 3.95], [0.09, -0.79, 3.72], [2.22, -1.51, 2.01], [1.10, -2.88, 2.14], [1.94, -1.60, -0.15], [0.43, -3.86, 0.36], [0.99, -3.31, -1.21], [-3.43, 0.67, -0.57], [-5.75, 0.09, -1.14], [-6.40, -2.20, -1.73], [-4.73, -4.04, -1.73], [-1.94, -4.47, -1.16], [-2.83, 1.69, 1.61], [-3.76, 2.65, 3.67], [-2.87, 2.04, 5.88], [-1.04, 0.39, 6.10], [0.64, -1.26, 4.42], [3.29, 1.58, -1.65], [2.37, 0.91, -0.82], [2.90, -0.01, 0.17], [1.34, 0.05, -1.75], [1.23, 1.70, -0.17], [-1.02, 0.12, -3.31], [-1.43, 1.17, -2.57], [-1.10, 1.38, -1.30], [-1.58, 2.61, -0.81], [-1.29, 3.21, 0.41], [-1.89, 4.42, 0.70], [-2.76, 5.04, -0.20], [-3.03, 4.46, -1.43], [-2.42, 3.25, -1.72], [-2.49, 2.36, -3.22], [-0.07, -0.20, -3.13], [-1.30, 0.11, -4.28], [-0.58, 2.77, 1.10], [-1.66, 4.91, 1.64], [-3.21, 5.99, 0.05], [-3.68, 4.95, -2.15]], "mulliken_charge": [2.103, -0.976, -0.588, -1.172, 0.206, 0.417, 0.408, 0.306, -1.345, -0.622, -1.197, 0.553, -0.058, 0.263, 0.425, 0.118, -0.177, -1.069, -0.617, -1.085, 0.498, -0.072, 0.485, 0.554, 0.498, 0.544, 0.465, 0.396, 0.486, 0.434, 0.470, 0.262, 0.542, 0.491, 0.424, 0.456, 0.271, -0.551, 0.931, -0.642, -0.840, -0.422, -0.227, 0.522, -0.009, -0.311, -0.733, -0.851, -0.795, -0.439, 0.947, -0.197, 0.160, 0.315, 0.624, 0.509, 0.440, 0.467], "lumo_energy_ev": -7.42, "gap_ev": 6.943, "e_above_lowest_ev": 0.5790, "charge": 2, "e_tot_ev": -67716.9922}

---

Entry 6:
{"formula": "C23H22AuBN4S5Sb", "method": "wB97M-V/def2-TZVPD", "symbols": ["Au", "C", "N", "C", "C", "N", "B", "N", "C", "C", "N", "C", "C", "S", "C", "S", "H", "H", "H", "H", "H", "H", "H", "H", "H", "H", "H", "H", "S", "Sb", "S", "S", "C", "C", "C", "C", "C", "C", "C", "C", "C", "C", "C", "C", "C", "C", "C", "H", "H", "H", "H", "H", "H", "H", "H", "H", "H"], "positions_angstrom": [[0.46, 1.47, -1.85], [-1.04, 5.47, -0.88], [0.19, 5.08, -0.21], [0.53, 5.41, 1.09], [1.76, 4.90, 1.30], [2.17, 4.26, 0.14], [3.56, 3.54, -0.02], [3.43, 2.01, 0.39], [3.49, 1.57, 1.70], [3.29, 0.24, 1.71], [3.12, -0.13, 0.39], [2.81, -1.48, -0.07], [3.21, 0.95, -0.42], [2.99, 0.93, -2.14], [1.19, 4.38, -0.77], [1.13, 3.72, -2.39], [-1.80, 5.67, -0.13], [-1.38, 4.64, -1.49], [-0.86, 6.35, -1.51], [-0.16, 5.91, 1.74], [2.38, 4.91, 2.18], [3.95, 3.63, -1.16], [4.31, 4.05, 0.81], [3.63, 2.26, 2.52], [3.22, -0.47, 2.52], [2.96, -2.16, 0.77], [3.47, -1.75, -0.89], [1.78, -1.55, -0.42], [-3.33, 3.54, 1.12], [-2.36, 1.61, 0.23], [-1.85, 2.12, -2.20], [0.02, 1.73, 0.76], [-0.14, -0.42, -1.67], [-0.79, -1.35, -1.17], [-1.33, -2.48, -0.63], [-0.73, -3.02, 0.60], [-0.83, -4.36, 0.99], [-0.25, -4.82, 2.17], [0.44, -3.94, 3.00], [0.54, -2.60, 2.63], [-0.02, -2.14, 1.45], [-2.56, -3.07, -1.25], [-2.79, -2.91, -2.62], [-3.95, -3.38, -3.21], [-4.93, -4.01, -2.45], [-4.72, -4.15, -1.08], [-3.55, -3.69, -0.49], [-1.33, -5.06, 0.33], [-0.34, -5.86, 2.44], [0.86, -4.29, 3.94], [1.05, -1.89, 3.28], [0.01, -1.08, 1.19], [-2.04, -2.39, -3.20], [-4.11, -3.23, -4.27], [-5.85, -4.35, -2.90], [-5.49, -4.61, -0.46], [-3.43, -3.77, 0.58]], "mulliken_spin": [-0.004, 0.000, 0.000, 0.002, 0.000, -0.003, 0.000, 0.002, 0.000, 0.000, -0.002, -0.001, -0.002, 0.024, -0.001, 0.004, 0.000, 0.000, 0.000, 0.000, 0.000, 0.000, 0.000, 0.000, 0.000, 0.004, 0.000, -0.002, -0.001, -0.005, 0.015, 0.024, 0.401, -0.059, 0.192, 0.062, 0.086, -0.052, 0.093, -0.053, 0.059, 0.035, 0.067, -0.043, 0.079, -0.042, 0.073, 0.003, -0.002, 0.009, -0.002, 0.023, 0.009, -0.002, 0.008, -0.002, 0.004], "lumo_energy_ev": [4.42, 3.84], "gap_ev": [5.146, 4.554], "multiplicity": 2, "e_above_lowest_ev": 1.0833, "charge": -2, "s_squared": 0.787, "e_tot_ev": -95253.9410}